Entry 1:
ORCA calculation (ωB97M-V/def2-TZVPD) on a structure of composition C27H21ClN7O4Pb.

Structure (XYZ):
```
61
C27H21ClN7O4Pb ωB97M-V/def2-TZVPD
Pb 0.16 -0.94 0.82
C 0.38 2.19 -0.54
N -0.17 0.90 -0.96
C 0.25 0.51 -2.33
C 0.61 -0.94 -2.42
N 0.97 -1.66 -1.37
C 1.28 -2.93 -1.86
C 1.70 -4.08 -1.20
C 1.93 -5.20 -1.97
C 1.74 -5.19 -3.36
C 1.32 -4.06 -4.03
C 1.09 -2.94 -3.24
N 0.66 -1.65 -3.56
C 1.68 2.02 0.18
N 2.01 0.89 0.82
C 3.15 1.14 1.48
C 3.92 0.30 2.35
C 5.05 0.82 2.89
C 5.45 2.16 2.59
C 4.70 3.02 1.74
C 3.57 2.49 1.21
N 2.58 2.99 0.37
H -0.31 2.66 0.17
H 0.50 2.89 -1.37
H -1.19 0.96 -0.93
H 1.12 1.10 -2.61
H -0.54 0.75 -3.05
H 1.87 -4.10 -0.13
H 2.26 -6.12 -1.50
H 1.93 -6.09 -3.93
H 1.17 -4.05 -5.10
H 0.44 -1.30 -4.48
H 3.59 -0.71 2.57
H 5.67 0.24 3.55
H 6.36 2.54 3.04
H 5.04 4.03 1.54
H 2.54 3.93 -0.02
O -3.00 1.44 5.59
C -3.76 1.38 4.64
O -5.03 1.63 4.76
C -3.31 1.04 3.28
C -4.05 0.94 2.11
Cl -5.70 1.16 1.84
N -3.20 0.58 1.13
N -1.95 0.44 1.60
C -2.00 0.72 2.90
C -0.69 0.67 3.64
O -0.64 0.93 4.90
O 0.32 0.38 3.00
C -3.43 0.35 -0.27
C -3.81 1.41 -1.08
C -3.98 1.18 -2.44
C -3.75 -0.09 -2.96
C -3.37 -1.14 -2.14
C -3.21 -0.93 -0.77
H -1.57 1.14 5.28
H -3.99 2.38 -0.65
H -4.30 1.98 -3.08
H -3.90 -0.27 -4.02
H -3.23 -2.13 -2.55
H -2.98 -1.75 -0.10
```

Calculated values
Orbital gap (alpha / beta) = 0.208 / 0.140 hartree
Lowest unoccupied orbital energy (alpha / beta) = -10.4731 / -12.3221 eV
Total charge = +3
E_HOMO (alpha / beta) = -16.1 / -16.1 eV

Here are the natural (NBO) charges for atoms 1 to 4, given in e: 1.55 -0.29 -0.68 -0.28



Entry 2:
ORCA calculation (ωB97M-V/def2-TZVPD) on a cluster of 2 separate species, C25H46BO4 in total.

Structure (XYZ):
```
76
C25H46BO4 ωB97M-V/def2-TZVPD
C 8.80 -0.14 1.99
C 7.61 -0.01 1.03
C 7.79 -0.71 -0.34
C 7.51 0.21 -1.53
C 6.04 0.63 -1.65
C 5.19 -0.38 -2.43
C 3.82 0.16 -2.84
C 2.93 0.64 -1.68
C 2.24 1.97 -1.97
C 1.35 2.44 -0.83
C 0.30 3.48 -1.23
C -0.77 3.74 -0.16
C -2.17 4.04 -0.72
C -3.16 2.88 -0.52
C -3.84 2.85 0.87
B -5.40 2.33 0.84
C -5.49 0.73 0.54
O -5.36 0.40 -0.88
C -4.97 -0.82 -1.22
C -4.35 -0.98 -2.46
C -3.92 -2.23 -2.88
C -4.09 -3.34 -2.07
C -4.72 -3.19 -0.84
C -5.16 -1.95 -0.42
H 8.59 -0.87 2.77
H 9.69 -0.48 1.47
H 9.03 0.81 2.47
H 6.72 -0.42 1.51
H 7.39 1.05 0.86
H 8.81 -1.09 -0.41
H 7.12 -1.56 -0.41
H 8.17 1.08 -1.48
H 7.78 -0.34 -2.44
H 5.63 0.77 -0.65
H 5.97 1.59 -2.16
H 5.74 -0.63 -3.34
H 5.09 -1.31 -1.87
H 3.29 -0.63 -3.38
H 3.99 0.99 -3.53
H 2.15 -0.11 -1.49
H 3.51 0.72 -0.76
H 1.66 1.87 -2.89
H 3.03 2.72 -2.15
H 1.97 2.87 -0.03
H 0.83 1.58 -0.40
H 0.83 4.43 -1.43
H -0.17 3.19 -2.18
H -0.43 4.56 0.48
H -0.83 2.86 0.49
H -2.10 4.31 -1.78
H -2.57 4.92 -0.21
H -2.59 1.95 -0.64
H -3.92 2.89 -1.30
H -3.76 3.84 1.34
H -3.28 2.17 1.52
H -6.07 2.99 0.04
H -5.89 2.49 1.97
H -6.44 0.32 0.90
H -4.68 0.20 1.06
H -4.21 -0.11 -3.09
H -3.44 -2.34 -3.84
H -3.73 -4.31 -2.39
H -4.85 -4.05 -0.20
H -5.65 -1.86 0.55
C -3.25 -2.81 2.51
O -3.20 -3.82 3.53
C -4.37 -4.16 4.03
O -5.45 -3.74 3.69
O -4.17 -5.08 4.98
C -5.38 -5.54 5.60
H -2.23 -2.65 2.19
H -3.86 -3.12 1.67
H -3.66 -1.88 2.91
H -6.03 -6.01 4.87
H -5.90 -4.71 6.08
H -5.07 -6.27 6.35
```

Calculated values
Orbital gap = 0.270 hartree
Lowest unoccupied orbital energy = 2.3786 eV
Total charge = -1
E_HOMO = -5.0 eV

Here are the Löwdin charges for atoms 1 to 4, given in e: -0.11 -0.26 -0.22 -0.22



Entry 3:
ORCA calculation (ωB97M-V/def2-TZVPD) on a cluster of 2 separate species, C12H26S in total.

Structure (XYZ):
```
39
C12H26S ωB97M-V/def2-TZVPD
C 3.12 0.36 -1.83
C 1.53 -2.68 0.72
C 3.11 1.60 1.83
C -4.46 1.61 -0.20
C -1.43 -1.42 -1.68
C 2.68 -0.50 -0.64
C 1.55 -1.29 1.32
C 1.81 1.20 1.02
C -2.99 1.80 0.25
C -2.37 -0.16 -1.49
C 2.00 -0.15 0.45
C -2.28 0.46 -0.12
S -3.00 -0.87 1.13
H 2.36 1.07 -2.00
H 3.84 1.09 -1.44
H 3.48 -0.12 -2.78
H 0.93 -3.41 1.38
H 2.54 -3.17 0.96
H 1.17 -2.67 -0.25
H 3.06 2.56 2.40
H 4.06 1.68 1.21
H 3.44 0.75 2.33
H -4.55 1.52 -1.23
H -5.00 2.43 -0.06
H -4.99 0.82 0.19
H -1.73 -2.03 -2.57
H -1.34 -1.93 -0.84
H -0.47 -0.96 -1.82
H 2.85 -1.64 -0.81
H -1.19 0.37 0.31
H 0.60 -1.10 1.66
H 2.19 -1.21 2.27
H 1.67 1.89 0.20
H 0.89 1.05 1.60
H -3.05 1.87 1.24
H -2.59 2.59 -0.31
H -2.39 0.67 -2.17
H -3.30 -0.55 -1.67
H -1.79 -1.54 1.44
```

Calculated values
Orbital gap = 0.350 hartree
SMILES = CC=C(CC)CC.CCC(S)CC
Lowest unoccupied orbital energy = 0.7984 eV
E_HOMO = -8.7 eV

Here are the natural (NBO) charges for atoms 1 to 4, given in e: -0.66 -0.62 -0.61 -0.60



Entry 4:
ORCA calculation (ωB97M-V/def2-TZVPD) on a cluster of 2 separate species, C8H10O3 in total.

Structure (XYZ):
```
21
C8H10O3 ωB97M-V/def2-TZVPD
C 3.69 -0.11 -0.15
C 1.23 -0.50 0.05
C 1.06 0.94 -0.07
C -0.08 1.61 0.24
C -1.25 0.77 0.14
C -1.21 -0.69 0.06
C -2.55 -1.27 0.31
C -0.02 -1.38 -0.18
H 4.59 -0.80 0.22
H 3.51 1.23 0.41
H 3.93 0.14 -1.21
H 1.99 1.55 -0.01
H -0.03 2.80 0.31
H -3.00 2.30 -0.66
H -2.60 -1.12 1.60
H -2.28 -2.39 0.48
H -3.37 0.07 -0.49
H 0.12 -2.43 -0.23
O 2.54 -1.03 -0.14
O -2.71 1.24 -0.24
O -3.56 -0.94 -0.44
```

Calculated values
Orbital gap = 0.300 hartree
Lowest unoccupied orbital energy = 0.0158 eV
E_HOMO = -8.2 eV

Here are the natural (NBO) charges for atoms 1 to 4, given in e: -0.25 0.33 -0.31 -0.25



Entry 5:
ORCA calculation (ωB97M-V/def2-TZVPD) on a structure of composition C21H39NOP2W.

Structure (XYZ):
```
65
C21H39NOP2W ωB97M-V/def2-TZVPD
W 0.04 -0.17 -0.75
P 2.57 -0.24 -0.74
P -2.53 -0.12 -0.52
N 0.06 0.96 -2.14
H 1.06 -1.26 0.00
C 3.18 -1.72 -1.61
H 4.27 -1.84 -1.47
H 2.96 -1.63 -2.68
H 2.67 -2.62 -1.23
C 3.36 -0.28 0.90
H 4.45 -0.39 0.83
H 2.96 -1.13 1.47
H 3.12 0.62 1.47
C 3.25 1.18 -1.62
H 4.34 1.24 -1.52
H 2.83 2.12 -1.24
H 3.01 1.14 -2.69
C -3.65 -1.31 -1.33
H -4.68 -0.92 -1.35
H -3.62 -2.29 -0.82
H -3.31 -1.46 -2.36
C -3.17 -0.04 1.20
H -4.19 0.36 1.20
H -2.52 0.59 1.82
H -3.18 -1.06 1.62
C -3.08 1.48 -1.25
H -4.15 1.64 -1.04
H -2.93 1.46 -2.34
H -2.50 2.33 -0.84
C 0.03 1.79 -3.22
C 0.02 2.16 -5.60
C 0.01 1.27 -4.53
C 0.03 3.18 -2.94
C 0.03 4.07 -4.01
C 0.02 3.54 -5.32
H 0.00 1.78 -6.62
H -0.03 0.18 -4.64
H 0.01 3.46 -1.89
H 0.01 5.15 -3.79
H 0.00 4.24 -6.14
C -0.84 -3.86 0.36
O -1.78 -3.79 -0.44
C 0.51 -4.42 -0.07
H 1.25 -4.27 0.72
H 0.77 -3.91 -0.99
H 0.44 -5.48 -0.27
C -0.91 -3.13 1.69
H -1.95 -3.16 2.01
H -0.58 -2.08 1.63
H -0.27 -3.61 2.45
C 1.35 -0.13 4.37
C 0.15 0.68 3.86
C -1.12 0.13 4.53
C 0.33 2.17 4.12
C 0.07 0.47 2.42
C 0.01 0.36 1.18
H 1.47 -0.03 5.45
H 2.28 0.17 3.88
H 1.19 -1.20 4.16
H -1.06 0.27 5.61
H -2.02 0.63 4.16
H -1.22 -0.94 4.33
H 1.24 2.54 3.64
H -0.51 2.74 3.72
H 0.40 2.39 5.19
```

Calculated values
Orbital gap (alpha / beta) = 0.240 / 0.248 hartree
2S+1 = 3
Lowest unoccupied orbital energy (alpha / beta) = 0.3161 / 0.1546 eV
E_HOMO (alpha / beta) = -6.2 / -6.6 eV

Here are the natural (NBO) charges for atoms 1 to 4, given in e: 0.79 1.09 0.96 -0.78



Entry 6:
ORCA calculation (ωB97M-V/def2-TZVPD) on the molecule C29H22F6O5S2.

Structure (XYZ):
```
64
C29H22F6O5S2 ωB97M-V/def2-TZVPD
F 6.64 0.85 -1.41
C 5.91 1.93 -1.83
F 6.17 2.95 -0.96
F 6.43 2.29 -3.05
C 4.45 1.63 -1.88
C 3.55 2.69 -1.95
C 2.17 2.40 -1.91
C 1.73 1.09 -1.72
C 0.28 0.83 -1.35
C -0.54 -0.19 -2.11
C 0.04 -1.09 -2.99
C -0.69 -2.21 -3.44
C -2.05 -2.29 -3.11
C -2.78 -3.53 -3.50
F -4.01 -3.63 -2.90
F -2.98 -3.64 -4.85
F -2.07 -4.65 -3.11
C -2.69 -1.25 -2.45
C -1.93 -0.18 -1.99
C 2.64 0.05 -1.78
C 4.02 0.31 -1.85
H 3.89 3.71 -2.03
H 1.44 3.20 -1.94
H -0.26 1.75 -1.07
H 1.06 -0.96 -3.34
H -0.22 -2.97 -4.04
H -3.77 -1.26 -2.30
H -2.42 0.68 -1.54
H 2.31 -0.98 -1.70
H 4.72 -0.52 -1.87
C 1.00 0.20 4.57
O 0.92 -0.38 3.14
C -0.20 -0.42 2.46
S -0.54 0.46 1.11
C -0.29 2.19 1.47
C -1.45 2.88 1.83
C -1.35 4.23 2.19
C -0.12 4.87 2.18
C 1.04 4.17 1.80
C 0.96 2.81 1.46
O 0.53 0.06 0.08
O -1.91 0.26 0.64
S -1.72 -0.92 3.31
C -2.12 -2.24 2.16
C -3.30 -2.21 1.42
C -3.51 -3.21 0.46
C -2.55 -4.18 0.25
C -1.37 -4.20 1.00
C -1.15 -3.21 1.96
O -1.43 -1.52 4.60
O -2.75 0.10 3.22
H 2.08 0.27 4.78
H 0.53 1.20 4.57
H 0.51 -0.48 5.27
H -2.40 2.36 1.83
H -2.27 4.75 2.48
H -0.05 5.93 2.46
H 2.00 4.68 1.77
H 1.86 2.25 1.19
H -4.03 -1.42 1.57
H -4.44 -3.19 -0.12
H -2.71 -4.96 -0.52
H -0.62 -4.98 0.85
H -0.23 -3.18 2.54
```

Calculated values
Orbital gap = 0.254 hartree
SMILES = COC(S(=O)(=O)c1ccccc1)=[S@](=O)(OC(c1ccc(C(F)(F)F)cc1)c1ccc(C(F)(F)F)cc1)c1ccccc1
Lowest unoccupied orbital energy = -0.5188 eV
E_HOMO = -7.4 eV

Here are the natural (NBO) charges for atoms 1 to 4, given in e: -0.32 0.97 -0.33 -0.32



Entry 7:
ORCA calculation (ωB97M-V/def2-TZVPD) on a structure of composition C39H57CrF3O23S.

Structure (XYZ):
```
124
C39H57CrF3O23S ωB97M-V/def2-TZVPD
Cr 1.13 20.27 20.32
C 2.14 24.43 20.29
C 1.73 22.95 20.16
O 1.92 22.08 19.25
O 1.03 22.40 20.98
H 2.00 24.89 19.31
H 3.17 24.56 20.61
H 1.42 25.08 20.79
C -3.62 21.27 20.07
F -3.31 22.37 19.36
F -3.55 21.67 21.40
F -4.82 20.94 19.75
S -2.22 19.94 19.60
O -2.54 18.77 20.40
O -2.26 19.49 18.23
O -0.86 20.50 20.04
O -5.71 19.91 16.23
C -4.62 19.52 15.71
O -3.77 20.34 15.05
C -2.65 19.68 14.51
C -2.60 18.37 15.21
C -3.96 18.14 15.77
H -1.88 20.44 14.61
H -2.84 19.42 13.47
H -1.92 18.59 16.03
H -2.16 17.58 14.60
H -3.97 17.82 16.81
H -4.56 17.49 15.14
O 0.83 19.60 18.23
C 1.12 19.53 17.04
O 1.39 18.33 16.44
C 1.48 18.45 15.07
C 1.60 19.94 14.79
C 1.20 20.70 16.07
H 0.76 18.09 14.34
H 2.47 18.09 14.78
H 0.99 20.25 13.95
H 2.59 20.22 14.44
H 0.28 21.29 16.09
H 1.97 21.41 16.35
O -9.17 16.65 20.32
C -8.08 17.07 20.07
O -6.99 16.87 20.85
C -5.99 17.81 20.47
C -6.52 18.66 19.34
C -7.69 17.82 18.83
H -5.06 17.28 20.24
H -5.79 18.47 21.31
H -5.91 18.76 18.44
H -6.86 19.65 19.63
H -7.31 17.15 18.06
H -8.53 18.42 18.49
O 0.41 20.09 22.46
C 0.17 19.49 23.54
O -0.91 18.72 23.67
C -1.04 18.31 25.05
C 0.24 18.65 25.78
C 0.89 19.77 24.91
H -1.18 17.23 25.10
H -1.85 18.89 25.49
H 0.86 17.76 25.85
H 0.01 19.09 26.75
H 1.97 19.70 24.87
H 0.58 20.77 25.21
O -5.70 25.94 19.97
C -4.51 26.12 19.82
O -3.85 26.71 20.86
C -2.50 26.88 20.65
C -2.28 25.75 19.53
C -3.56 25.53 18.79
H -1.93 26.59 21.54
H -2.14 27.75 20.11
H -1.99 24.91 20.16
H -1.45 25.98 18.86
H -3.75 24.46 18.80
H -3.67 26.06 17.84
O 0.56 18.22 20.49
C 0.41 16.99 20.31
O 1.16 16.19 21.09
C 1.12 14.90 20.57
C 0.16 14.88 19.41
C -0.33 16.26 19.21
H 0.57 14.32 21.32
H 2.11 14.49 20.35
H -0.79 14.35 19.47
H 0.76 14.61 18.54
H -1.40 16.22 19.37
H -0.21 16.77 18.26
O -9.02 20.78 18.52
C -8.32 21.46 17.83
O -7.59 22.32 18.44
C -6.61 22.92 17.62
C -7.38 22.84 16.22
C -8.25 21.60 16.38
H -5.57 22.62 17.73
H -6.47 24.00 17.67
H -6.55 22.74 15.52
H -7.91 23.79 16.19
H -7.79 20.68 16.02
H -9.25 21.83 16.01
O -7.43 21.10 23.91
C -7.32 22.17 23.39
O -7.92 22.34 22.23
C -7.60 23.64 21.74
C -6.41 24.09 22.52
C -6.52 23.39 23.86
H -8.48 24.27 21.91
H -7.39 23.55 20.68
H -6.39 25.15 22.76
H -5.50 23.84 21.97
H -7.05 24.14 24.45
H -5.49 23.24 24.16
O -3.04 21.68 27.01
C -2.58 22.42 26.13
O -2.23 23.65 26.48
C -2.13 24.45 25.32
C -1.88 23.57 24.18
C -2.36 22.20 24.69
H -1.42 25.28 25.32
H -3.11 24.93 25.28
H -0.82 23.54 23.93
H -2.48 23.83 23.31
H -1.64 21.39 24.56
H -3.29 21.81 24.25
```

Calculated values
Orbital gap (alpha / beta) = 0.294 / 0.313 hartree
2S+1 = 5
Lowest unoccupied orbital energy (alpha / beta) = -0.1462 / -0.2489 eV
E_HOMO (alpha / beta) = -8.1 / -8.8 eV

Here are the Löwdin charges for atoms 1 to 4, given in e: 0.98 0.02 -0.68 -0.12



Entry 8:
ORCA calculation (ωB97M-V/def2-TZVPD) on a structure of composition C2H4BeF3O.

Structure (XYZ):
```
11
C2H4BeF3O ωB97M-V/def2-TZVPD
C 0.37 0.63 0.72
F 0.94 1.53 -0.08
F 0.97 0.72 2.22
Be 1.03 -1.74 0.09
O -0.04 -0.52 0.11
H 1.77 -0.35 0.69
C -0.92 -0.39 -1.03
H -0.57 0.38 -1.73
H -0.90 -1.38 -1.50
H -1.92 -0.13 -0.65
F -0.74 1.25 1.16
```

Calculated values
Orbital gap (alpha / beta) = 0.273 / 0.309 hartree
2S+1 = 2
Lowest unoccupied orbital energy (alpha / beta) = 0.1977 / -0.8629 eV
E_HOMO (alpha / beta) = -7.2 / -9.3 eV

Here are the natural (NBO) charges for atoms 1 to 4, given in e: 1.16 -0.31 -0.41 0.79



Entry 9:
ORCA calculation (ωB97M-V/def2-TZVPD) on a structure of composition C7H13NO.

Structure (XYZ):
```
22
C7H13NO ωB97M-V/def2-TZVPD
C -0.91 0.38 0.08
C 0.99 0.54 0.30
C -1.90 1.37 -0.46
C 1.37 1.29 -0.94
C 2.07 -0.23 0.99
C -0.52 -2.03 0.85
C -1.07 -1.04 -0.15
O -0.08 0.88 1.08
N -1.75 -1.54 -1.13
H -2.09 -0.82 -1.77
H -2.90 0.94 -0.49
H -1.91 2.25 0.17
H -1.66 1.70 -1.48
H 1.49 0.61 -1.79
H 0.63 2.05 -1.20
H 2.33 1.79 -0.80
H 1.81 -0.41 2.03
H 3.01 0.33 0.96
H 2.26 -1.19 0.49
H 0.38 -2.51 0.46
H -1.26 -2.81 0.99
H -0.30 -1.56 1.81
```

Calculated values
Orbital gap (alpha / beta) = 0.304 / 0.304 hartree
Lowest unoccupied orbital energy (alpha / beta) = 0.6189 / 0.6183 eV
E_HOMO (alpha / beta) = -7.7 / -7.7 eV

Here are the natural (NBO) charges for atoms 1 to 4, given in e: 0.20 0.39 -0.68 -0.67



Entry 10:
ORCA calculation (ωB97M-V/def2-TZVPD) on a cluster of 2 separate species, C4H6Cl2O in total.

Structure (XYZ):
```
13
C4H6Cl2O ωB97M-V/def2-TZVPD
C 0.39 -0.84 -0.27
C -0.53 0.30 -0.36
C 1.80 -0.59 0.13
C -1.78 0.75 0.24
O -0.13 -0.16 -1.52
Cl 0.78 2.59 0.31
Cl -2.87 -0.77 0.32
H -0.13 -1.79 -0.24
H 1.77 -0.14 1.07
H 2.18 -0.05 -0.68
H 2.40 -1.59 0.21
H -2.28 1.47 -0.46
H -1.59 0.83 1.25
```

Calculated values
Orbital gap = 0.292 hartree
Lowest unoccupied orbital energy = -1.6362 eV
E_HOMO = -9.6 eV

Here are the natural (NBO) charges for atoms 1 to 4, given in e: 0.02 0.60 -0.64 -0.42



no.,energy (hartree)
1,-2377.8720
2,-1306.0095
3,-870.8640
4,-536.2906
5,-1703.2297
6,-2889.9249
7,-4992.9946
8,-467.9825
9,-404.4083
10,-1151.5142